No. 1
Molecular formula: C4H12NS
Method: DFT, wB97M-V/def2-TZVPD

Cartesian coordinates (Å):
C1 -1.617 -2.284 1.474
C2 -0.311 -2.155 0.858
C3 0.538 -3.229 0.542
C4 0.068 1.364 -0.146
S1 -0.850 1.156 1.391
N1 1.909 3.633 -2.730
H1 -1.610 -1.784 2.459
H2 -2.382 -1.751 0.896
H3 -1.906 -3.323 1.627
H4 0.005 -1.141 0.601
H5 1.528 -3.067 0.134
H6 0.231 -4.247 0.754
H7 -0.646 1.723 -0.886
H8 0.954 1.965 0.062
H9 -1.254 2.428 1.612
H10 1.487 4.504 -3.076
H11 1.317 3.016 -2.158
H12 2.538 3.194 -3.414

The spin multiplicity is 2. Its orbital gap (alpha / beta) is 3.044 / 4.650 eV. Its LUMO energy (alpha / beta) is -12.7 / -11.1 eV. As for the total charge: +2. As for the energy above the lowest of the compared OMol25 structures with the same formula, charge and spin: 129.02 kcal/mol.

=====

No. 2
Molecular formula: C4H12NSi
Method: DFT, wB97M-V/def2-TZVPD

Cartesian coordinates (Å):
C1 -2.279 -1.748 -0.477
C2 -1.898 -0.745 0.355
C3 1.971 -0.235 1.094
C4 0.879 1.314 -0.688
N1 1.679 0.103 -0.390
Si1 -1.934 1.097 -0.002
H1 -2.083 -2.824 -0.161
H2 -2.500 -1.640 -1.458
H3 -1.322 -1.117 1.281
H4 2.343 -1.168 1.052
H5 2.658 0.523 1.469
H6 1.010 -0.196 1.585
H7 1.483 2.315 -0.280
H8 0.907 1.417 -1.758
H9 1.088 -0.673 -0.879
H10 2.607 0.149 -0.821
H11 -1.917 2.077 1.240
H12 -2.692 1.351 -1.162

Its orbital gap is 8.556 eV. Its LUMO energy is -4.3 eV. As for the total charge: +1. As for the energy above the lowest of the compared OMol25 structures with the same formula, charge and spin: 86.55 kcal/mol.

=====

No. 3
Molecular formula: C4H12O
Method: DFT, wB97M-V/def2-TZVPD

Cartesian coordinates (Å):
C1 -1.213 0.570 1.399
C2 -2.507 -0.145 0.830
O1 -2.253 -0.443 -0.507
H1 -0.276 0.362 0.795
H2 -1.147 0.442 2.525
H3 -1.235 1.594 1.054
H4 -2.851 -1.067 1.416
H5 -3.421 0.538 1.138
H6 -2.445 0.467 -0.934
C3 2.450 0.442 -0.703
C4 1.875 -0.924 -1.116
H7 2.969 0.383 0.219
H8 3.247 0.489 -1.442
H9 1.820 1.203 -0.796
H10 2.631 -1.494 -1.697
H11 1.004 -0.914 -1.821
H12 1.351 -1.506 -0.360

The structure (SMILES) is CCO.CC. Its orbital gap is 11.149 eV. Its LUMO energy is 0.9 eV. As for the total charge: 0. As for the energy above the lowest of the compared OMol25 structures with the same formula, charge and spin: 44.49 kcal/mol.

=====

No. 4
Molecular formula: C4H12O
Method: DFT, wB97M-V/def2-TZVPD

Cartesian coordinates (Å):
C1 0.271 -1.358 0.973
C2 1.551 -0.692 1.404
O1 2.224 -0.397 0.147
H1 -0.431 -1.535 1.800
H2 0.463 -2.406 0.694
H3 -0.145 -0.844 0.112
H4 1.323 0.284 1.844
H5 2.237 -1.293 2.002
H6 3.014 0.100 0.339
C3 -1.532 1.474 -0.620
C4 -1.066 0.497 -1.707
H7 -1.073 1.298 0.357
H8 -1.384 2.515 -0.920
H9 -2.612 1.466 -0.442
H10 -1.048 0.911 -2.722
H11 -1.783 -0.322 -1.718
H12 -0.009 0.302 -1.541

The structure (SMILES) is CCO.CC. Its orbital gap is 11.330 eV. Its LUMO energy is 1.0 eV. As for the total charge: 0. As for the energy above the lowest of the compared OMol25 structures with the same formula, charge and spin: 18.34 kcal/mol.

=====

No. 5
Molecular formula: C4H12O
Method: DFT, wB97M-V/def2-TZVPD

Cartesian coordinates (Å):
C1 -1.726 -1.021 -1.420
C2 -1.091 -1.370 -0.099
O1 0.129 -2.091 -0.216
H1 -1.611 -1.763 -2.249
H2 -1.300 -0.058 -1.843
H3 -2.786 -0.736 -1.309
H4 -0.858 -0.548 0.618
H5 -1.803 -2.025 0.418
H6 0.665 -1.645 -0.889
C3 1.061 1.482 1.598
C4 1.487 1.287 0.099
H7 0.182 0.862 1.840
H8 1.821 1.168 2.295
H9 0.797 2.543 1.773
H10 1.838 0.287 -0.137
H11 2.444 1.853 0.023
H12 0.753 1.777 -0.501

The structure (SMILES) is CCO.CC. Its orbital gap is 11.256 eV. Its LUMO energy is 1.0 eV. As for the total charge: 0. As for the energy above the lowest of the compared OMol25 structures with the same formula, charge and spin: 19.03 kcal/mol.

=====

No. 6
Molecular formula: C4H12O
Method: DFT, wB97M-V/def2-TZVPD

Cartesian coordinates (Å):
C1 3.040 -0.625 0.871
C2 1.646 -0.333 0.279
O1 1.768 0.391 -0.930
H1 3.493 -1.372 0.228
H2 2.956 -1.046 1.877
H3 3.707 0.232 0.941
H4 1.128 -1.277 0.174
H5 1.059 0.273 0.964
H6 1.839 1.350 -0.799
C3 -2.192 -0.162 -0.917
C4 -3.016 0.700 0.045
H7 -1.166 0.219 -0.966
H8 -2.213 -1.225 -0.722
H9 -2.500 -0.030 -1.951
H10 -3.908 1.077 -0.451
H11 -3.164 0.218 1.010
H12 -2.478 1.608 0.346

The structure (SMILES) is CCO.CC. Its orbital gap is 11.197 eV. Its LUMO energy is 0.9 eV. As for the total charge: 0. As for the energy above the lowest of the compared OMol25 structures with the same formula, charge and spin: 16.80 kcal/mol.

=====

No. 7
Molecular formula: C4H12O
Method: DFT, wB97M-V/def2-TZVPD

Cartesian coordinates (Å):
C1 2.500 -3.036 0.119
C2 1.544 -3.314 -0.995
O1 0.281 -3.785 -0.556
H1 2.888 -3.961 0.533
H2 2.089 -2.404 0.905
H3 3.327 -2.403 -0.197
H4 1.352 -2.313 -1.414
H5 1.826 -3.925 -1.860
H6 -0.547 -3.525 -0.961
C3 -2.723 4.404 0.576
C4 -1.451 5.200 0.767
H7 -2.725 3.547 1.244
H8 -3.575 5.041 0.828
H9 -2.964 4.109 -0.468
H10 -1.349 6.064 0.081
H11 -0.491 4.738 0.998
H12 -1.637 5.880 1.612

The structure (SMILES) is CCO.CC. Its orbital gap is 11.195 eV. Its LUMO energy is 1.0 eV. As for the total charge: 0. As for the energy above the lowest of the compared OMol25 structures with the same formula, charge and spin: 27.88 kcal/mol.

=====

No. 8
Molecular formula: C4H12O
Method: DFT, wB97M-V/def2-TZVPD

Cartesian coordinates (Å):
C1 -2.463 -0.728 0.972
C2 -1.512 -0.924 -0.223
O1 -0.250 -1.477 0.149
H1 -1.841 -0.752 1.858
H2 -3.165 -1.556 1.082
H3 -3.033 0.200 0.996
H4 -1.928 -1.619 -0.925
H5 -1.458 0.036 -0.743
H6 -0.126 -1.139 1.043
C3 1.750 1.716 -0.736
C4 2.238 0.366 -0.284
H7 2.196 2.066 -1.669
H8 0.693 1.718 -1.008
H9 1.958 2.466 0.022
H10 2.262 -0.387 -1.081
H11 3.167 0.225 0.256
H12 1.513 -0.210 0.290

The structure (SMILES) is CCO.CC. Its orbital gap is 11.232 eV. Its LUMO energy is 1.0 eV. As for the total charge: 0. As for the energy above the lowest of the compared OMol25 structures with the same formula, charge and spin: 22.37 kcal/mol.

=====

No. 9
Molecular formula: C4H12O
Method: DFT, wB97M-V/def2-TZVPD

Cartesian coordinates (Å):
C1 0.218 0.357 -1.898
C2 -1.067 -0.485 -2.171
C3 -1.495 -0.811 -0.689
H1 0.116 1.170 -1.239
H2 0.652 0.834 -2.778
H3 1.098 -0.201 -1.550
H4 -1.780 0.130 -2.760
H5 -1.045 -1.292 -2.783
H6 -1.842 -1.891 -0.361
H7 -0.694 -0.532 0.020
H8 -2.293 -0.233 -0.448
C4 1.676 0.191 2.880
O1 0.342 0.770 2.749
H9 2.236 0.985 3.397
H10 1.499 -0.935 3.205
H11 1.953 0.166 1.878
H12 0.427 1.780 2.548

The structure (SMILES) is CCC.CO. Its orbital gap is 11.017 eV. Its LUMO energy is 0.8 eV. As for the total charge: 0. As for the energy above the lowest of the compared OMol25 structures with the same formula, charge and spin: 52.63 kcal/mol.

=====

No. 10
Molecular formula: C4H12O2
Method: DFT, wB97M-V/def2-TZVPD

Cartesian coordinates (Å):
C1 -0.701 0.072 -1.133
C2 -0.060 0.036 0.051
C3 1.425 0.009 0.122
C4 -0.802 0.015 1.343
H1 -1.783 0.121 -1.217
H2 -0.159 0.061 -2.079
H3 1.890 0.131 -0.833
H4 1.736 -0.915 0.605
H5 1.782 0.813 0.764
H6 -1.912 -0.004 1.183
H7 -0.531 0.859 1.959
H8 -0.458 -0.841 1.941
O1 0.360 3.217 -0.242
H9 -0.163 2.414 -0.395
H10 0.574 3.428 -1.162
O2 -0.168 -3.228 0.046
H11 -0.623 -3.807 -0.586
H12 -0.407 -2.383 -0.367

The structure (SMILES) is C=C(C)C.O.O. Its orbital gap is 10.464 eV. Its LUMO energy is 0.7 eV. As for the total charge: 0. As for the energy above the lowest of the compared OMol25 structures with the same formula, charge and spin: 8.90 kcal/mol.

=====

No. 11
Molecular formula: C4H12O2
Method: DFT, wB97M-V/def2-TZVPD

Cartesian coordinates (Å):
C1 0.912 0.933 2.091
C2 -0.328 1.010 1.146
C3 0.031 0.937 -0.296
O1 0.366 -0.392 -0.528
C4 0.467 -0.737 -1.993
H1 0.645 1.015 3.158
H2 1.538 1.799 1.818
H3 1.502 0.013 1.945
H4 -0.831 0.149 1.627
H5 -0.911 1.919 1.391
H6 -0.903 1.281 -0.781
H7 0.834 1.648 -0.570
H8 1.335 -0.446 -2.607
H9 -0.445 -0.324 -2.454
H10 0.392 -1.838 -1.989
O2 -1.821 -2.292 -0.374
H11 -1.783 -2.918 -1.132
H12 -1.000 -1.756 -0.453

The structure (SMILES) is CCCOC.O. Its orbital gap is 11.257 eV. Its LUMO energy is 0.9 eV. As for the total charge: 0. As for the energy above the lowest of the compared OMol25 structures with the same formula, charge and spin: 25.98 kcal/mol.

=====

No. 12
Molecular formula: C4H12O2
Method: DFT, wB97M-V/def2-TZVPD

Cartesian coordinates (Å):
C1 -11.030 8.749 3.763
C2 -10.475 7.396 4.132
O1 -10.228 6.596 2.952
H1 -11.751 8.677 2.931
H2 -10.221 9.438 3.468
H3 -11.547 9.168 4.642
H4 -9.507 7.444 4.665
H5 -11.154 6.752 4.724
H6 -10.489 7.094 2.148
C3 -9.033 4.798 6.902
C4 -9.406 5.766 5.790
O2 -10.058 4.988 4.737
H7 -8.592 5.333 7.760
H8 -8.346 3.989 6.600
H9 -9.988 4.348 7.221
H10 -10.075 6.579 6.132
H11 -8.517 6.234 5.326
H12 -10.029 5.512 3.909

The structure (SMILES) is CCO.CCO. Its orbital gap is 10.523 eV. Its LUMO energy is 0.7 eV. As for the total charge: 0. As for the energy above the lowest of the compared OMol25 structures with the same formula, charge and spin: 41.41 kcal/mol.

=====

- Which of these has the highest total charge?
  C4H12NS

=====

- Number 8 is which compound?
  C4H12O